Arrangement a

This record from the OMol25 dataset describes C5H10Si as an isolated structure. The level of theory is ωB97M-V with the def2-TZVPD basis set.

Structure (XYZ):
```
16
Properties=species:S:1:pos:R:3
C 1.370 0.630 -1.668
C 0.648 -1.668 1.006
C 0.755 1.357 -0.781
C 0.633 -0.366 1.208
C -0.286 0.655 0.656
Si -1.864 -0.042 -0.032
H 1.877 0.994 -2.471
H 1.206 -0.436 -1.709
H 1.432 -2.199 1.417
H -0.154 -2.209 0.569
H 0.489 2.441 -0.950
H 1.491 -0.041 1.928
H -0.511 1.450 1.398
H -2.741 -0.356 1.077
H -1.990 -1.224 -0.780
H -2.353 1.013 -0.869
```

Properties
E_LUMO: 1.1 eV
HOMO-LUMO gap: 10.52 eV
E_HOMO: -9.394 eV

The molecule's Mulliken atomic charges, reported in e, are given here:
1. C -0.5765
2. C -0.9070
3. C -0.2548
4. C -0.0760
5. C -0.1456
6. Si 0.5042
7. H 0.3402
8. H 0.2258
9. H 0.2952
10. H 0.2465
11. H 0.2818
12. H 0.1830
13. H 0.3670
14. H -0.1486
15. H -0.1636
16. H -0.1716

---

Arrangement b

This record from the OMol25 dataset describes one molecule with the formula C5H10Si. The level of theory is ωB97M-V with the def2-TZVPD basis set.

Structure (XYZ):
```
16
Properties=species:S:1:pos:R:3
C 0.247 0.746 -1.460
C -0.664 0.651 -0.284
C -1.301 -0.683 -0.193
C -0.850 -1.722 0.513
Si 0.775 -1.041 1.456
C 0.328 0.684 0.865
H 1.069 -0.090 -1.641
H 0.832 1.699 -1.412
H -0.280 0.841 -2.483
H -1.539 1.338 -0.257
H -2.224 -0.720 -0.728
H -1.282 -2.684 0.443
H 0.739 -0.951 2.946
H 1.874 -1.619 0.697
H 1.176 1.260 0.492
H -0.109 1.124 1.769
```

Properties
E_LUMO: 1.1 eV
structure (SMILES): C[C@H]1C=C[SiH2]C1
HOMO-LUMO gap: 10.47 eV
E_HOMO: -9.400 eV

The molecule's Mulliken atomic charges, reported in e, are given here:
1. C -1.2751
2. C 0.4281
3. C -0.5472
4. C -0.5338
5. Si 0.2776
6. C -0.9757
7. H 0.2445
8. H 0.3526
9. H 0.3334
10. H 0.3462
11. H 0.3621
12. H 0.4685
13. H -0.1252
14. H -0.1002
15. H 0.3759
16. H 0.3683

---

It is arrangement a that is the least stable of them.

---

Arrangement a

This record from the OMol25 dataset describes one molecule with the formula C5H11N3O. The level of theory is ωB97M-V with the def2-TZVPD basis set.

Structure (XYZ):
```
20
Properties=species:S:1:pos:R:3
C 2.076 -1.095 0.884
C 1.640 0.162 0.200
O 2.659 0.990 -0.209
C 0.372 0.442 -0.208
C 0.081 1.799 -0.800
N -0.353 -0.753 -0.378
C -1.574 -0.529 -0.035
N -2.532 0.247 -0.701
N -2.163 -1.503 0.794
H 1.198 -1.667 1.163
H 2.678 -0.854 1.763
H 2.685 -1.705 0.213
H 3.500 0.605 0.062
H 0.946 2.449 -0.703
H -0.172 1.719 -1.858
H -0.726 2.303 -0.267
H -3.399 0.381 -0.202
H -2.207 1.118 -1.086
H -3.102 -1.764 0.524
H -1.608 -2.346 0.845
```

Properties
E_LUMO: 0.8 eV
structure (SMILES): C/C(O)=C(/C)N=C(N)N
HOMO-LUMO gap: 7.52 eV
E_HOMO: -6.750 eV

The molecule's Mulliken atomic charges, reported in e, are given here:
1. C -1.3444
2. C 0.4574
3. O -0.5643
4. C 0.7940
5. C -1.8223
6. N -0.4571
7. C 0.5500
8. N -0.4946
9. N -0.5312
10. H 0.2288
11. H 0.4169
12. H 0.3296
13. H 0.3027
14. H 0.3501
15. H 0.3785
16. H 0.3965
17. H 0.2136
18. H 0.2811
19. H 0.2480
20. H 0.2669

---

Arrangement b

This record from the OMol25 dataset describes one molecule with the formula C5H11N3O. The level of theory is ωB97M-V with the def2-TZVPD basis set.

Structure (XYZ):
```
20
Properties=species:S:1:pos:R:3
H 1.431 -2.190 1.557
N 1.735 -1.485 0.886
C 0.825 -0.684 0.515
C -0.820 -1.056 0.781
C -2.045 -0.186 1.018
N 0.974 0.367 -0.311
C 2.208 1.139 -0.319
C -0.223 0.945 -0.849
N -0.806 0.204 -1.855
O -0.504 2.127 -0.692
H -0.677 -1.586 1.734
H -1.027 -1.860 0.070
H -1.775 0.760 1.493
H -2.579 -0.001 0.082
H -2.757 -0.702 1.671
H 1.989 2.206 -0.393
H 2.791 0.826 -1.190
H 2.799 0.953 0.580
H -0.261 -0.555 -2.238
H -1.276 0.779 -2.541
```

Properties
E_LUMO: 0.8 eV
structure (SMILES): [H]/N=C(\CC)N(C)C(N)=O
HOMO-LUMO gap: 9.90 eV
E_HOMO: -9.133 eV

The molecule's Mulliken atomic charges, reported in e, are given here:
1. H 0.2349
2. N -0.8107
3. C 0.7431
4. C -0.6476
5. C -1.1227
6. N 0.1281
7. C -1.0710
8. C 0.2624
9. N -0.3444
10. O -0.6046
11. H 0.4029
12. H 0.2486
13. H 0.2846
14. H 0.3080
15. H 0.3996
16. H 0.3959
17. H 0.3045
18. H 0.3577
19. H 0.2574
20. H 0.2733

---

Arrangement c

This record from the OMol25 dataset describes one molecule with the formula C5H11N3O. The level of theory is ωB97M-V with the def2-TZVPD basis set.

Structure (XYZ):
```
20
Properties=species:S:1:pos:R:3
H 2.674 0.118 -1.080
N 2.013 0.710 -1.575
C 0.805 0.535 -1.272
C -0.293 1.335 -1.897
O 0.212 -0.926 -0.972
C 0.353 -1.072 0.384
N 0.642 0.373 0.746
C 1.418 0.776 1.643
N -0.824 -1.592 0.995
C -2.086 -0.943 0.674
H 0.104 2.280 -2.265
H -0.702 0.780 -2.739
H -1.096 1.501 -1.183
H 1.217 -1.693 0.697
H 1.583 1.840 1.772
H 1.926 0.092 2.330
H -0.695 -1.735 1.989
H -2.202 -0.938 -0.406
H -2.153 0.087 1.048
H -2.894 -1.528 1.110
```

Properties
E_LUMO: 0.4 eV
structure (SMILES): [H]/N=C(/C)O[C@@H](N=C)NC
HOMO-LUMO gap: 9.35 eV
E_HOMO: -8.898 eV

The molecule's Mulliken atomic charges, reported in e, are given here:
1. H 0.2351
2. N -0.7375
3. C 0.9781
4. C -1.1722
5. O -0.4830
6. C -0.1230
7. N -0.2538
8. C -0.3748
9. N -0.2922
10. C -0.8600
11. H 0.3764
12. H 0.2682
13. H 0.3124
14. H 0.4489
15. H 0.2803
16. H 0.2546
17. H 0.2450
18. H 0.2666
19. H 0.2926
20. H 0.3382

---

Arrangement d

This record from the OMol25 dataset describes C5H11N3O as an isolated structure. The level of theory is ωB97M-V with the def2-TZVPD basis set.

Structure (XYZ):
```
20
Properties=species:S:1:pos:R:3
C 1.193 0.234 -0.852
C -1.491 -1.424 -1.205
N 0.337 -0.365 0.246
C -1.153 -0.675 0.049
C 0.716 1.203 0.138
N 0.919 -1.077 1.335
C 1.234 2.075 0.999
O -1.060 1.499 -0.479
N -1.929 -0.635 1.045
H -1.267 1.434 -1.423
H 1.407 -1.893 0.974
H 1.578 -0.471 1.817
H -1.515 -0.161 1.845
H 2.230 -0.087 -0.780
H 0.731 0.243 -1.830
H -1.043 -2.422 -1.174
H -2.572 -1.543 -1.258
H -1.149 -0.906 -2.098
H 2.125 2.632 0.745
H 0.708 2.340 1.906
```

Properties
E_LUMO: 0.5 eV
HOMO-LUMO gap: 8.27 eV
E_HOMO: -7.777 eV

The molecule's Mulliken atomic charges, reported in e, are given here:
1. C -0.4514
2. C -1.2405
3. N 0.5599
4. C 0.6847
5. C 0.5717
6. N -0.6721
7. C -1.0689
8. O -0.7052
9. N -0.6861
10. H 0.2231
11. H 0.2384
12. H 0.2976
13. H 0.2433
14. H 0.3176
15. H 0.1784
16. H 0.2952
17. H 0.3799
18. H 0.3031
19. H 0.2602
20. H 0.2712

---

It is arrangement d that is the least stable of them.

---

Arrangement a

This record from the OMol25 dataset describes a 3-piece molecular cluster, C5H11N3O overall. The level of theory is ωB97M-V with the def2-TZVPD basis set.

Structure (XYZ):
```
20
Properties=species:S:1:pos:R:3
C 0.521 -0.479 -0.543
C -2.056 -2.053 0.313
N -0.624 -1.934 0.388
C 1.552 1.527 -1.138
C -0.107 0.540 0.069
N 2.617 1.683 -0.315
C -0.821 1.314 0.822
O -0.231 -2.029 1.753
N 1.350 2.196 -2.182
H -0.838 -1.482 2.285
H 3.391 2.263 -0.619
H 2.772 1.035 0.436
H 0.482 1.989 -2.666
H 0.304 -0.710 -1.579
H 1.392 -0.937 -0.090
H -2.414 -3.016 0.705
H -2.584 -1.257 0.887
H -2.356 -1.953 -0.734
H -0.662 2.385 0.861
H -1.686 0.917 1.345
```

Properties
E_LUMO (alpha / beta): 0.1 / 0.2 eV
HOMO-LUMO gap (alpha / beta): 6.42 / 6.80 eV
E_HOMO (alpha / beta): -6.338 / -6.640 eV

The molecule's Mulliken atomic charges, reported in e, are given here:
1. C -0.1009
2. C -0.7576
3. N -0.4166
4. C 0.3252
5. C 0.6300
6. N -0.4110
7. C -0.9157
8. O -0.3910
9. N -0.7731
10. H 0.2969
11. H 0.2593
12. H 0.2046
13. H 0.2531
14. H 0.2393
15. H 0.2421
16. H 0.2595
17. H 0.2391
18. H 0.2796
19. H 0.2860
20. H 0.2515

---

Arrangement b

This record from the OMol25 dataset describes C5H11N3O as an isolated structure. The level of theory is ωB97M-V with the def2-TZVPD basis set.

Structure (XYZ):
```
20
Properties=species:S:1:pos:R:3
C -1.851 -0.131 0.344
C -0.384 -1.287 -1.250
C 2.007 -0.262 0.290
N -0.548 -0.194 -0.301
C -0.307 1.461 -1.187
C 0.739 0.547 0.489
N 0.498 0.843 1.828
N 0.626 1.693 -0.352
O -0.915 1.823 -2.143
H 0.805 0.180 2.522
H -0.085 1.647 2.008
H -2.646 -0.358 -0.366
H -1.897 -0.822 1.192
H -2.024 0.879 0.714
H -1.329 -1.537 -1.739
H 0.020 -2.168 -0.747
H 0.301 -0.997 -2.050
H 2.180 -0.475 -0.758
H 1.975 -1.193 0.857
H 2.836 0.351 0.648
```

Properties
E_LUMO: 0.7 eV
HOMO-LUMO gap: 9.47 eV
E_HOMO: -8.764 eV

The molecule's Mulliken atomic charges, reported in e, are given here:
1. C -0.9921
2. C -0.9407
3. C -1.5284
4. N 0.0459
5. C 0.6048
6. C 1.0954
7. N -0.4486
8. N -0.8308
9. O -0.5352
10. H 0.1948
11. H 0.2555
12. H 0.3331
13. H 0.3171
14. H 0.3697
15. H 0.3017
16. H 0.3057
17. H 0.3554
18. H 0.3566
19. H 0.3645
20. H 0.3756

---

It is arrangement a that is the least stable of them.